<a>
Formula: C4H13NOS
Source: OMol25
Level of theory: the ωB97M-V functional and the def2-TZVPD basis

Atoms and positions in Å:
N (1.449, -2.228, 0.825)
C (0.087, -1.779, 0.942)
C (0.153, -0.296, 1.390)
C (0.473, 0.748, 0.327)
C (-0.625, 1.405, -0.541)
S (-1.217, 2.922, 0.309)
H (1.824, -1.918, -0.024)
H (1.617, -3.298, 0.810)
H (-0.629, -2.102, 0.072)
H (-0.444, -2.353, 1.753)
H (-0.786, -0.093, 1.797)
H (0.908, -0.254, 2.114)
H (1.020, 0.304, -0.423)
H (1.150, 1.560, 0.892)
H (-1.520, 0.730, -0.783)
H (-0.174, 1.593, -1.575)
H (-1.736, 3.661, -0.728)
O (0.859, -3.015, -2.661)
H (0.021, -2.621, -2.423)
H (0.672, -2.713, -3.627)

Summary:
**Highest occupied orbital energy**: -0.3297 Eh
**HOMO-LUMO gap**: 9.38 eV
**Net charge**: 0

<b>
Formula: C4H13NOS
Source: OMol25
Level of theory: the ωB97M-V functional and the def2-TZVPD basis

Atoms and positions in Å:
C (-0.913, -0.150, 2.039)
C (-0.010, 0.557, 1.130)
N (0.864, -0.218, 0.282)
C (-0.756, 1.484, 0.102)
C (0.172, 1.867, -1.154)
S (1.593, 2.982, -0.508)
H (-1.748, -0.631, 1.685)
H (-1.441, 0.797, 2.614)
H (-0.425, -0.827, 2.703)
H (0.515, 1.138, 1.800)
H (1.847, -0.313, 0.754)
H (0.574, -1.269, 0.210)
H (-1.711, 0.930, -0.013)
H (-1.038, 2.427, 0.639)
H (0.552, 0.922, -1.722)
H (-0.492, 2.556, -1.773)
H (2.579, 1.993, -0.395)
O (0.253, -4.879, -2.985)
H (-0.314, -4.115, -3.259)
H (-0.103, -5.252, -2.149)

Summary:
**Highest occupied orbital energy**: -0.3263 Eh
**HOMO-LUMO gap**: 9.39 eV
**Net charge**: 0

<c>
Formula: C4H13NOS
Source: OMol25
Level of theory: the ωB97M-V functional and the def2-TZVPD basis

Atoms and positions in Å:
C (-2.062, 0.826, 0.389)
C (-2.080, -0.694, 0.227)
N (-0.839, -1.326, -0.191)
C (0.083, -1.748, 0.874)
C (0.372, -0.762, 1.998)
S (1.542, 0.571, 1.501)
H (-1.733, 1.065, 1.409)
H (-1.282, 1.351, -0.161)
H (-2.987, 1.350, 0.175)
H (-2.943, -1.067, -0.328)
H (-2.358, -1.082, 1.219)
H (-0.349, -0.636, -0.738)
H (1.040, -1.964, 0.408)
H (-0.286, -2.700, 1.187)
H (-0.483, -0.289, 2.466)
H (0.905, -1.332, 2.765)
H (1.737, 0.103, 0.267)
O (4.277, 2.824, -4.630)
H (3.615, 2.162, -4.881)
H (3.831, 3.348, -3.956)

Summary:
**Highest occupied orbital energy**: -0.3342 Eh
**HOMO-LUMO gap**: 9.59 eV
**Net charge**: 0

<d>
Formula: C4H13NOS
Source: OMol25
Level of theory: the ωB97M-V functional and the def2-TZVPD basis

Atoms and positions in Å:
C (0.289, -2.329, 0.557)
N (-0.270, -1.093, -0.014)
C (0.910, -0.265, -0.330)
C (0.301, 0.633, -1.482)
C (1.355, 1.577, -2.016)
S (0.609, 2.613, -3.296)
H (1.036, -2.760, -0.130)
H (-0.519, -3.066, 0.706)
H (0.774, -2.138, 1.529)
H (-0.736, -1.343, -0.895)
H (1.210, 0.183, 0.637)
H (1.741, -0.910, -0.674)
H (-0.042, -0.084, -2.253)
H (-0.571, 1.243, -1.178)
H (1.865, 2.191, -1.249)
H (2.127, 0.978, -2.536)
H (-0.236, 3.305, -2.503)
O (-3.093, 0.598, 5.350)
H (-2.714, 0.349, 4.477)
H (-4.035, 0.318, 5.301)

Summary:
**Highest occupied orbital energy**: -0.3320 Eh
**HOMO-LUMO gap**: 9.81 eV
**Net charge**: 0

<c> ends up most stable, edging out the next structure by 0.067 eV.

<a>
Formula: C4H13NOS
Source: OMol25
Level of theory: the ωB97M-V functional and the def2-TZVPD basis

Atoms and positions in Å:
C (2.882, -0.729, -0.883)
C (1.468, -0.408, -0.397)
N (0.942, -1.065, 0.915)
C (0.478, -0.674, -1.538)
C (-1.033, -0.517, -1.276)
S (-1.570, 1.165, -0.572)
H (3.082, -1.679, -1.320)
H (2.933, 0.033, -1.681)
H (3.710, -0.512, -0.163)
H (1.404, 0.650, -0.178)
H (0.125, -0.436, 1.158)
H (1.767, -0.762, 1.548)
H (0.515, -1.686, -1.975)
H (0.672, -0.029, -2.401)
H (-1.314, -1.304, -0.596)
H (-1.429, -0.536, -2.295)
H (-2.557, 0.841, 0.299)
O (-1.410, 0.894, 3.527)
H (-0.876, 0.264, 4.042)
H (-0.995, 0.789, 2.652)

Summary:
**Highest occupied orbital energy**: -0.3441 Eh
**HOMO-LUMO gap**: 10.03 eV
**Net charge**: 0

<b>
Formula: C4H13NOS
Source: OMol25
Level of theory: the ωB97M-V functional and the def2-TZVPD basis

Atoms and positions in Å:
C (0.607, 0.220, 1.115)
N (0.025, 0.750, -0.128)
C (-1.126, 0.052, -0.713)
C (-1.205, -1.418, -0.418)
S (0.314, -2.263, -0.796)
C (2.007, -0.326, 0.917)
H (0.607, 1.072, 1.802)
H (-0.064, -0.512, 1.571)
H (0.925, 0.041, -3.208)
H (-1.066, 0.202, -1.792)
H (-2.026, 0.578, -0.372)
H (-1.487, -1.575, 0.626)
H (-2.023, -1.825, -1.026)
H (0.900, -0.583, -2.806)
H (2.646, 0.423, 0.442)
H (2.463, -0.609, 1.869)
H (1.930, -1.210, 0.255)
H (-0.380, 1.691, 0.179)
H (-1.674, 3.098, 1.275)
O (-1.372, 2.195, 1.210)

Summary:
**Highest occupied orbital energy**: -0.3082 Eh
**HOMO-LUMO gap**: 4.26 eV
**Net charge**: 0

<a> ends up most stable, edging out the next structure by 6.279 eV.

<a>
Formula: C4H13NOS
Source: OMol25
Level of theory: the ωB97M-V functional and the def2-TZVPD basis

Atoms and positions in Å:
C (-0.517, 0.577, -0.974)
N (0.389, 1.156, 0.002)
C (0.132, 0.796, 1.399)
C (0.189, 2.005, 2.320)
C (1.053, -0.319, 1.907)
S (0.355, -1.989, 1.507)
H (-1.519, 0.375, -0.539)
H (-0.747, 1.258, -1.796)
H (-0.153, -0.380, -1.334)
H (0.396, 2.163, -0.055)
H (-0.875, 0.386, 1.469)
H (1.218, 2.300, 2.566)
H (-0.307, 2.887, 1.900)
H (-0.338, 1.823, 3.263)
H (2.058, -0.312, 1.481)
H (1.106, -0.271, 2.991)
H (1.487, -2.537, 1.053)
O (-1.280, -3.222, -5.333)
H (-2.015, -3.655, -5.798)
H (-0.632, -3.042, -6.029)

Summary:
**Highest occupied orbital energy**: -0.3162 Eh
**HOMO-LUMO gap**: 9.57 eV
**Net charge**: 0

<b>
Formula: C4H13NOS
Source: OMol25
Level of theory: the ωB97M-V functional and the def2-TZVPD basis

Atoms and positions in Å:
N (-0.650, 2.410, -1.109)
C (0.660, 1.733, -1.012)
C (0.469, 0.209, -1.210)
C (-0.127, -0.460, 0.007)
C (0.800, -0.316, 1.237)
S (2.526, -0.941, 0.869)
H (-1.052, 2.664, -0.214)
H (-0.444, 3.295, -1.566)
H (1.288, 1.971, -0.152)
H (1.244, 2.081, -1.867)
H (1.392, -0.284, -1.507)
H (-0.224, 0.181, -2.050)
H (-1.103, -0.025, 0.251)
H (-0.392, -1.520, -0.048)
H (0.812, 0.735, 1.501)
H (0.550, -0.950, 2.074)
H (3.132, -0.425, 1.954)
O (-5.349, -1.487, 0.101)
H (-4.922, -1.490, -0.741)
H (-5.518, -2.435, 0.185)

Summary:
**Highest occupied orbital energy**: -0.3290 Eh
**HOMO-LUMO gap**: 9.75 eV
**Net charge**: 0

<b> ends up most stable, edging out the next structure by 0.089 eV.